Record 1
Below is a molecular structure, F2H3N2P at a distorted geometry, with properties calculated with ωB97M-V with the def2-TZVPD basis set.

```
8
F2H3N2P | OMol25 | ωB97M-V with the def2-TZVPD basis set
N 0.000 0.347 -0.714
N -0.627 -0.553 0.005
F -3.390 -1.098 0.803
F -2.980 0.299 -1.116
P -2.765 0.394 0.524
H -0.345 0.664 -1.534
H 0.406 1.101 -0.143
H -1.108 -1.236 -0.729
```

LUMO (alpha / beta), Ha: 0.001 / 0.000
Orbital gap (alpha / beta), Eh: 0.2793 / 0.2900
E, a.u.: -652.34630

***

Record 2
Below is a molecular structure, F2HISi at a distorted geometry, with properties calculated with ωB97M-V with the def2-TZVPD basis set.

```
5
F2HISi | OMol25 | ωB97M-V with the def2-TZVPD basis set
F 0.213 -1.316 1.178
F 0.282 -1.011 -1.173
Si 0.156 -0.128 0.163
I -1.887 1.092 0.134
H 1.236 1.363 -0.302
```

LUMO, Ha: -0.015
Orbital gap, Eh: 0.3616
E, a.u.: -787.62492

***

Record 3
Below is 2 unconnected molecules or ions with the total composition F2HNOS at a distorted geometry, with properties calculated with ωB97M-V with the def2-TZVPD basis set.

```
6
F2HNOS | OMol25 | ωB97M-V with the def2-TZVPD basis set
N -1.693 -0.722 -0.279
O -1.148 -0.287 0.740
F 0.801 1.863 0.518
F 1.224 -0.288 -0.403
S 2.065 0.837 0.415
H -1.249 -1.403 -0.991
```

LUMO (alpha / beta), Ha: -0.011 / -0.027
Orbital gap (alpha / beta), Eh: 0.3172 / 0.3335
Expectation value of S²: 2.0078
E, a.u.: -728.33583
Multiplicity: 3

***

Record 4
Below is 2 unconnected molecules or ions with the total composition F2HOPS at a distorted geometry, with properties calculated with ωB97M-V with the def2-TZVPD basis set.

```
6
F2HOPS | OMol25 | ωB97M-V with the def2-TZVPD basis set
O 0.334 -0.983 -0.455
F 0.947 1.207 -1.410
F 0.427 0.936 0.781
P -0.219 0.499 -0.621
S -2.310 -0.542 1.393
H 0.821 -1.117 0.311
```

LUMO (alpha / beta), Ha: -0.113 / -0.108
Orbital gap (alpha / beta), Eh: 0.2633 / 0.2671
E, a.u.: -1015.09532

***

Record 5
Below is a single F2O2S molecule at a distorted geometry, with properties calculated with ωB97M-V with the def2-TZVPD basis set.

```
5
F2O2S | OMol25 | ωB97M-V with the def2-TZVPD basis set
O 0.686 0.053 -1.314
S 0.221 0.015 0.009
O 0.895 0.509 1.134
F -0.344 -1.443 0.338
F -1.580 0.672 -0.033
```

SMILES: O=S(=O)(F)F
LUMO, Ha: -0.051
Orbital gap, Eh: 0.4578
E, a.u.: -748.34361

***

Record 6
Below is a molecular structure, F3H3SSi2 at a distorted geometry, with properties calculated with ωB97M-V with the def2-TZVPD basis set.

```
9
F3H3SSi2 | OMol25 | ωB97M-V with the def2-TZVPD basis set
F 2.414 -0.552 -0.569
F 1.255 1.275 0.657
F 1.448 1.075 -2.003
Si -0.981 -0.668 -0.477
Si 1.072 0.304 -0.627
S -1.605 -0.038 2.280
H -1.568 -0.442 -1.850
H -1.419 -1.919 0.186
H -0.615 0.966 2.403
```

LUMO (alpha / beta), Ha: 0.009 / -0.126
Orbital gap (alpha / beta), Eh: 0.2840 / 0.2627
Expectation value of S²: 2.0052
E, a.u.: -1278.62977
Multiplicity: 3

***

Record 7
Below is 2 unconnected molecules or ions with the total composition F3HN2 at a distorted geometry, with properties calculated with ωB97M-V with the def2-TZVPD basis set.

```
6
F3HN2 | OMol25 | ωB97M-V with the def2-TZVPD basis set
N -0.320 -0.447 0.449
N 0.753 0.030 0.068
F -0.590 -1.787 0.074
F 0.835 1.335 0.698
F 0.925 0.409 -1.327
H -1.603 0.460 0.038
```

LUMO, Ha: -0.051
Orbital gap, Eh: 0.3513
E, a.u.: -409.36269

***

Record 8
Below is a single F3HNP molecule at a distorted geometry, with properties calculated with ωB97M-V with the def2-TZVPD basis set.

```
6
F3HNP | OMol25 | ωB97M-V with the def2-TZVPD basis set
N 0.220 1.482 0.988
P 0.107 -0.316 -0.144
F -0.182 -0.363 -1.708
F -0.871 -1.519 0.213
F 1.434 -1.135 -0.159
H -0.708 1.851 0.809
```

SMILES: N=P(F)(F)F
LUMO, Ha: -0.026
Orbital gap, Eh: 0.3332
E, a.u.: -696.29631

***

Record 9
Below is a single F3HNP molecule at a distorted geometry, with properties calculated with ωB97M-V with the def2-TZVPD basis set.

```
6
F3HNP | OMol25 | ωB97M-V with the def2-TZVPD basis set
N -1.198 -0.213 0.631
P 0.190 -0.039 0.032
F 1.153 1.378 -0.010
F 0.552 -0.378 -1.477
F 1.240 -0.938 0.733
H -1.936 0.189 0.091
```

SMILES: N=P(F)(F)F
LUMO, Ha: 0.013
Orbital gap, Eh: 0.4415
E, a.u.: -696.40605

***

Record 10
Below is 2 unconnected molecules or ions with the total composition F3HOSi at a distorted geometry, with properties calculated with ωB97M-V with the def2-TZVPD basis set.

```
6
F3HOSi | OMol25 | ωB97M-V with the def2-TZVPD basis set
O 1.905 0.304 0.213
F -1.072 -0.807 1.118
F -0.489 -1.431 -1.295
F -1.293 1.137 -0.556
Si -0.642 -0.226 -0.278
H 1.590 1.023 0.798
```

LUMO, Ha: -0.043
Orbital gap, Eh: 0.3297
E, a.u.: -665.02300

***

Record 11
Below is a molecular structure, F3Li4 at a distorted geometry, with properties calculated with ωB97M-V with the def2-TZVPD basis set.

```
7
F3Li4 | OMol25 | ωB97M-V with the def2-TZVPD basis set
Li 27.025 13.124 1.815
Li 22.987 11.215 -1.055
Li 27.102 8.012 -1.645
Li 27.976 11.641 -4.141
F 23.500 12.499 1.793
F 29.807 9.061 -3.121
F 26.243 11.363 -1.440
```

LUMO, Ha: -0.161
Orbital gap, Eh: 0.2334
E, a.u.: -329.40309
Net charge: +1

***

Record 12
Below is 2 unconnected molecules or ions with the total composition F3N2 at a distorted geometry, with properties calculated with ωB97M-V with the def2-TZVPD basis set.

```
5
F3N2 | OMol25 | ωB97M-V with the def2-TZVPD basis set
N -0.233 -0.698 0.082
N 0.005 0.353 -0.280
F -1.286 -1.289 0.408
F 2.233 0.436 0.504
F -0.579 1.389 -0.749
```

LUMO (alpha / beta), Ha: -0.427 / -0.337
Orbital gap (alpha / beta), Eh: 0.3373 / 0.3982
E, a.u.: -408.34599
Net charge: +1

***

Record 13
Below is a single F3NO2S molecule at a distorted geometry, with properties calculated with ωB97M-V with the def2-TZVPD basis set.

```
7
F3NO2S | OMol25 | ωB97M-V with the def2-TZVPD basis set
O -1.584 1.139 -0.598
S -0.851 0.161 0.105
O -0.922 0.001 1.493
F -0.931 -1.207 -0.714
N 1.213 0.226 -0.528
F 1.890 0.818 0.438
F 1.185 -1.138 -0.196
```

SMILES: O=S(=O)(F)N(F)F
LUMO (alpha / beta), Ha: -0.047 / -0.047
Orbital gap (alpha / beta), Eh: 0.3663 / 0.3664
E, a.u.: -902.80943

***

Record 14
Below is a single F3NOS2 molecule at a distorted geometry, with properties calculated with ωB97M-V with the def2-TZVPD basis set.

```
7
F3NOS2 | OMol25 | ωB97M-V with the def2-TZVPD basis set
N -3.033 -0.076 -0.279
O -0.256 0.088 0.497
F 1.267 -1.778 0.860
F 1.110 -0.494 -1.282
F 1.484 1.587 -0.191
S -1.921 0.738 0.106
S 1.349 -0.065 0.288
```

LUMO, Ha: -0.078
Orbital gap, Eh: 0.3470
E, a.u.: -1225.83096

***

Record 15
Below is a molecular structure, F4H4KN2O10S4 at a distorted geometry, with properties calculated with ωB97M-V with the def2-TZVPD basis set.

```
25
F4H4KN2O10S4 | OMol25 | ωB97M-V with the def2-TZVPD basis set
K -0.122 -0.836 -0.440
N 0.414 -0.775 2.185
S -1.002 -0.578 2.872
O -1.850 0.303 2.156
O -0.987 -0.484 4.283
F -1.648 -1.999 2.514
S 1.242 0.536 2.831
O 1.976 0.220 3.986
O 0.589 1.784 2.701
F 2.302 0.547 1.673
N -0.716 1.689 -1.256
S -2.051 1.917 -2.181
O -2.445 0.746 -2.880
O -2.124 3.176 -2.812
F -3.043 1.978 -0.964
S 0.487 2.039 -2.231
O 0.804 3.364 -2.611
O 0.655 1.011 -3.227
F 1.669 1.718 -1.196
O 0.011 -2.670 -2.526
H 0.357 -2.751 -3.416
H -0.253 -3.557 -2.276
O 2.232 -2.295 0.782
H 2.005 -3.227 0.783
H 1.499 -1.856 1.251
```

LUMO, Ha: 0.055
Orbital gap, Eh: 0.3173
E, a.u.: -3456.62036
Net charge: -1

***

Record 16
Below is a molecular structure, F4KN2O8S4 at a distorted geometry, with properties calculated with ωB97M-V with the def2-TZVPD basis set.

```
19
F4KN2O8S4 | OMol25 | ωB97M-V with the def2-TZVPD basis set
K -4.904 -9.699 -1.048
N -5.076 -11.867 -2.620
S -6.240 -12.906 -2.730
O -6.390 -13.848 -1.673
O -6.531 -13.365 -4.045
F -7.420 -11.836 -2.419
S -3.871 -12.666 -3.419
O -3.584 -12.030 -4.658
O -3.791 -14.084 -3.348
F -2.710 -12.222 -2.420
N -3.303 -8.849 0.943
S -2.302 -7.597 0.639
O -1.013 -7.960 0.187
O -2.466 -6.497 1.510
F -3.077 -7.154 -0.693
S -3.281 -9.108 2.505
O -4.178 -8.313 3.275
O -2.015 -9.433 3.069
F -4.038 -10.525 2.415
```

LUMO, Ha: 0.064
Orbital gap, Eh: 0.3474
E, a.u.: -3303.74444
Net charge: -1

***

Record 17
Below is 14 unconnected molecules or ions with the total composition F6H26O13P at a distorted geometry, with properties calculated with ωB97M-V with the def2-TZVPD basis set.

```
46
F6H26O13P | OMol25 | ωB97M-V with the def2-TZVPD basis set
P 0.552 -0.243 -0.031
F 1.407 -0.484 -1.435
F -0.541 -1.408 -0.500
F 1.538 -1.222 0.794
F -0.293 0.181 1.271
F 1.684 0.859 0.268
F -0.293 0.863 -0.883
O -3.048 0.458 0.132
H -3.472 0.598 -0.714
H -2.122 0.639 -0.030
O -2.606 -3.755 -0.349
H -3.152 -3.878 0.427
H -2.954 -2.965 -0.764
O 3.924 0.799 -2.773
H 4.574 1.149 -2.164
H 3.293 0.344 -2.215
O 2.054 3.381 -1.166
H 2.939 3.743 -1.193
H 2.143 2.565 -0.674
O 0.268 -3.871 0.088
H 0.275 -2.948 -0.166
H -0.660 -4.105 0.115
O 0.820 3.919 1.249
H 1.085 3.279 1.909
H 1.333 3.692 0.473
O -0.646 -0.095 4.406
H -0.929 -0.719 3.737
H -0.127 -0.617 5.017
O -1.970 3.056 -1.652
H -1.360 3.181 -2.379
H -2.319 2.174 -1.781
O -0.274 -2.423 -3.195
H -0.111 -1.759 -2.525
H 0.587 -2.594 -3.577
O -2.991 0.124 -2.556
H -3.479 0.043 -3.376
H -2.510 -0.701 -2.481
O 0.836 2.288 3.990
H 0.453 2.197 4.863
H 0.468 1.559 3.490
O 4.197 -0.651 -0.052
H 3.337 -0.958 0.238
H 4.527 -1.355 -0.610
O -1.962 -1.510 2.597
H -2.671 -2.023 2.210
H -1.802 -0.808 1.967
```

LUMO (alpha / beta), Ha: -0.007 / -0.296
Orbital gap (alpha / beta), Eh: 0.3726 / 0.0688
Expectation value of S²: 0.7557
E, a.u.: -1934.30886
Multiplicity: 2

***

Record 18
Below is a molecular structure, F8N4O16S8Sr at a distorted geometry, with properties calculated with ωB97M-V with the def2-TZVPD basis set.

```
37
F8N4O16S8Sr | OMol25 | ωB97M-V with the def2-TZVPD basis set
Sr 0.125 0.040 -0.130
N -1.009 -1.271 -1.753
S -2.322 -1.798 -2.104
O -2.556 -3.251 -2.040
O -3.121 -1.033 -3.115
F -3.045 -1.276 -0.736
S -0.343 -1.796 -3.240
O -0.703 -1.035 -4.431
O 0.168 -3.149 -3.334
F 0.970 -0.957 -2.976
N 0.045 -1.273 1.892
S -1.299 -1.803 2.768
O -1.714 -1.128 4.038
O -1.683 -3.189 2.628
F -2.344 -1.163 1.717
S 0.871 -1.679 3.027
O 1.074 -3.050 3.493
O 1.061 -0.644 4.028
F 2.189 -1.438 2.152
N 2.403 0.681 -0.558
S 3.623 -0.467 -0.955
O 4.571 -0.869 0.110
O 4.106 -0.305 -2.381
F 2.678 -1.752 -1.009
S 3.365 1.791 -0.531
O 3.834 2.417 -1.760
O 4.204 1.949 0.657
F 2.232 2.892 -0.127
N -1.400 1.832 0.132
S -1.249 2.912 1.426
O -2.072 2.658 2.588
O -0.881 4.319 1.184
F 0.169 2.345 1.945
S -2.628 2.585 -0.350
O -2.357 3.699 -1.255
O -3.871 2.748 0.441
F -3.093 1.457 -1.438
```

LUMO (alpha / beta), Ha: 0.214 / 0.214
Orbital gap (alpha / beta), Eh: 0.1112 / 0.2573
Expectation value of S²: 0.7518
E, a.u.: -5437.82684
Net charge: -3
Multiplicity: 2

***

Record 19
Below is a molecular structure, FH10O5Sr at a distorted geometry, with properties calculated with ωB97M-V with the def2-TZVPD basis set.

```
17
FH10O5Sr | OMol25 | ωB97M-V with the def2-TZVPD basis set
Sr 5.833 9.957 12.328
F 6.422 7.658 11.886
O 8.802 7.208 9.432
H 8.333 6.704 10.088
H 8.167 7.761 8.995
O 4.520 9.026 10.184
H 3.898 9.636 9.825
H 4.616 8.315 9.538
O 7.945 6.180 13.623
H 7.380 5.366 13.568
H 7.612 6.692 12.942
O 4.738 6.746 13.689
H 5.400 6.871 13.005
H 3.934 6.880 13.239
O 6.482 5.673 10.127
H 6.134 4.971 10.633
H 6.287 6.460 10.653
```

LUMO, Ha: -0.224
Orbital gap, Eh: 0.2665
E, a.u.: -512.57024
Net charge: +1

***

Record 20
Below is 7 unconnected molecules or ions with the total composition FH12O6 at a distorted geometry, with properties calculated with ωB97M-V with the def2-TZVPD basis set.

```
19
FH12O6 | OMol25 | ωB97M-V with the def2-TZVPD basis set
F -0.104 -0.084 -0.066
O -0.461 0.804 2.325
H -0.386 0.343 1.429
H -0.563 1.704 1.990
O 1.175 2.249 -0.146
H 0.653 1.465 -0.220
H 1.888 2.021 0.449
O -0.409 -0.540 -2.575
H 0.140 0.012 -3.163
H -0.239 -0.198 -1.717
O 2.244 -1.109 -0.064
H 2.618 -0.744 -0.881
H 1.303 -0.783 -0.002
O -0.502 -2.563 0.537
H -0.349 -1.664 0.209
H 0.345 -2.922 0.794
O -2.583 0.979 0.214
H -3.045 0.462 0.815
H -1.723 0.573 0.068
```

LUMO, Ha: 0.137
Orbital gap, Eh: 0.3879
E, a.u.: -558.61089
Net charge: -1